Density functional theory data (the ωB97M-V functional and the def2-TZVPD basis) for a gas-phase ion, C2H10N3 (charge +1) at a distorted geometry.

Last column: natural (NBO) charge in e.
Atoms and positions in Å:
N (0.7169, 2.0917, -0.8609)  -0.841
C (1.0296, 0.8093, -0.3563)  -0.047
N (-0.2112, 0.1958, 0.3179)  -0.525
C (-0.1495, -1.3007, 0.6326)  -0.048
N (-1.4064, -1.8319, 0.1916)  -0.826
H (1.0104, 2.9225, -0.3627)  0.400
H (1.1134, 2.1554, -1.7893)  0.399
H (1.2472, 0.0889, -1.1468)  0.216
H (1.8321, 0.8086, 0.3897)  0.206
H (-0.9812, 0.3255, -0.3429)  0.452
H (-0.3452, 0.7296, 1.1732)  0.430
H (0.7398, -1.7128, 0.1558)  0.219
H (0.0189, -1.3570, 1.7206)  0.192
H (-2.1720, -1.5483, 0.7875)  0.377
H (-1.3560, -2.8367, 0.3489)  0.396

Values from the calculation:
Frontier orbital gap in eV: 11.49
SMILES string: NC[NH2+]CN
Total energy in hartree: -246.21345
Total charge: +1
Energy relative to the best compared isomer or geometry (same formula, charge and spin) in kJ/mol: 118.7
Largest force on an atom in Eh/bohr: 0.032



Density functional theory data (the ωB97M-V functional and the def2-TZVPD basis) for C24H29N3O2 in the gas phase.

Last column: natural (NBO) charge in e.
Atoms and positions in Å:
C (-5.3157, -1.8511, -1.5803)  -0.413
N (-3.9951, -1.2887, -1.3724)  -0.431
C (-3.8001, -0.1618, -2.2633)  -0.412
C (-3.7740, -0.9057, 0.0144)  -0.048
C (-4.0149, -2.0416, 1.0132)  -0.438
C (-3.0691, -1.6587, 2.1517)  -0.210
N (-1.8569, -1.1755, 1.5094)  -0.453
C (-0.8629, -2.2089, 1.2861)  -0.239
C (0.4631, -1.6289, 0.8724)  -0.125
C (0.8080, -0.3063, 1.1887)  -0.117
C (2.0183, 0.2501, 0.8586)  -0.119
C (2.3217, 1.6805, 1.2307)  -0.091
O (2.7065, 2.4985, 0.1390)  -0.537
C (1.7598, 2.5531, -0.9063)  -0.089
C (0.4368, 3.1591, -0.5088)  -0.072
C (-0.7546, 2.6253, -0.9786)  -0.162
C (-1.9653, 3.1928, -0.6210)  -0.228
C (-1.9954, 4.2901, 0.2226)  -0.216
C (-0.8101, 4.8241, 0.6998)  -0.206
C (0.4000, 4.2654, 0.3308)  -0.207
C (2.9697, -0.5342, 0.1612)  -0.011
C (4.2479, -0.0877, -0.2369)  -0.157
C (5.0809, -0.9411, -0.9115)  -0.267
C (4.6403, -2.2441, -1.1927)  0.060
N (3.4677, -2.6964, -0.8422)  -0.450
C (2.6335, -1.8710, -0.1748)  0.057
C (1.3724, -2.4098, 0.1898)  0.382
O (1.1018, -3.6911, -0.1479)  -0.679
C (-2.2930, -0.5264, 0.2737)  -0.250
H (-5.4291, -2.7617, -0.9977)  0.203
H (-5.4251, -2.1037, -2.6341)  0.201
H (-6.1210, -1.1512, -1.3041)  0.161
H (-3.9152, -0.5015, -3.2918)  0.203
H (-4.5260, 0.6478, -2.0796)  0.160
H (-2.7975, 0.2401, -2.1432)  0.197
H (-4.4239, -0.0497, 0.2868)  0.160
H (-5.0506, -2.1159, 1.3376)  0.215
H (-3.7031, -2.9892, 0.5725)  0.210
H (-3.4986, -0.8308, 2.7275)  0.187
H (-2.8577, -2.4822, 2.8329)  0.205
H (-1.1678, -2.9494, 0.5291)  0.192
H (-0.7168, -2.7447, 2.2306)  0.212
H (0.0716, 0.2773, 1.7197)  0.228
H (1.4439, 2.1091, 1.7345)  0.187
H (3.1731, 1.7247, 1.9183)  0.197
H (2.2345, 3.1751, -1.6737)  0.203
H (1.5945, 1.5499, -1.3266)  0.179
H (-0.7303, 1.7632, -1.6304)  0.203
H (-2.8871, 2.7751, -0.9992)  0.213
H (-2.9405, 4.7286, 0.5072)  0.213
H (-0.8290, 5.6807, 1.3577)  0.213
H (1.3297, 4.6781, 0.6949)  0.220
H (4.5502, 0.9245, -0.0167)  0.234
H (6.0638, -0.6280, -1.2280)  0.221
H (5.2758, -2.9401, -1.7259)  0.192
H (1.8898, -4.0126, -0.6220)  0.508
H (-2.1824, 0.5563, 0.3826)  0.205
H (-1.6704, -0.8594, -0.5585)  0.208

Values from the calculation:
Frontier orbital gap in eV: 8.28
SMILES string: CN(C)[C@H]1CCN(Cc2cc(COCc3ccccc3)c3cccnc3c2O)C1
Total energy in hartree: -1246.67674
Total charge: 0
Energy relative to the best compared isomer or geometry (same formula, charge and spin) in kJ/mol: 205.1
Largest force on an atom in Eh/bohr: 0.014



Density functional theory data (the ωB97M-V functional and the def2-TZVPD basis) for a molecular structure, C9H4CaClNO4 at a distorted geometry.

Last column: natural (NBO) charge in e.
Atoms and positions in Å:
Ca (-1.3113, 0.1800, -0.4750)  1.740
O (3.6213, 0.8806, 3.0159)  -0.437
C (2.9136, 0.4642, 2.2201)  0.443
C (-1.2945, -2.2463, 0.1277)  0.373
O (-1.3472, -3.3537, 0.4419)  -0.314
C (-0.6020, 1.4082, -2.5613)  0.375
O (-0.2848, 1.9071, -3.5509)  -0.302
C (0.8663, -1.0108, -0.7295)  0.364
O (1.8566, -1.5561, -0.9523)  -0.316
Cl (-1.4133, 1.5059, 5.5188)  0.131
C (-2.0370, 1.4492, 3.9087)  -0.046
C (-3.3555, 1.8655, 3.6402)  -0.121
C (-3.8323, 1.8396, 2.3321)  -0.190
C (-2.9931, 1.3604, 1.3204)  -0.036
N (-1.7298, 0.9570, 1.5996)  -0.648
C (-1.2421, 0.9500, 2.8741)  0.027
H (-3.9625, 2.2236, 4.4658)  0.277
H (-4.8473, 2.1464, 2.0825)  0.270
H (-3.3370, 1.3582, 0.2610)  0.167
H (-0.2209, 0.5855, 3.0144)  0.241

Values from the calculation:
Frontier orbital gap in eV: 7.73
Total energy in hartree: -1838.29635
Total charge: +2
Largest force on an atom in Eh/bohr: 0.112



- Which of these has the lowest largest force on an atom?
  C24H29N3O2



- The lowest largest force on an atom belongs to which entry?
  C24H29N3O2